# 1
14
Properties=species:S:1:pos:R:3:forces:R:3:mulliken_charge:R:1 method="wB97M-V/def2-TZVPD" total_charge=+1 gap_ev=12.1 homo_energy_ev=-15.735 relative_energy_ev=1.297 e_tot_ev=-17956.7360 lumo_ev=-3.6765 fmax_ev_per_a=3.2
C 0.173680 -2.295612 -0.914148 1.74 1.52 -2.23 -0.495
C -1.006801 0.869677 -1.259588 1.55 -0.76 -1.46 -0.798
C 0.934590 -1.403402 0.094998 -0.16 1.00 1.23 -0.446
F -1.897160 -1.119238 0.353088 1.22 0.32 -0.60 -0.239
F 1.463478 2.225825 -0.131442 0.57 2.65 0.59 -0.407
P -0.632057 -0.810361 -0.561255 -0.67 1.91 1.82 0.729
H 1.666784 3.168388 0.076214 -0.47 -2.61 -0.55 0.409
H 0.553048 -2.393578 -1.945363 0.07 -0.40 0.78 0.317
H -0.291666 -3.077565 -0.460349 -1.38 -2.52 0.74 0.321
H -2.024970 0.944605 -0.952123 -0.88 0.44 -0.13 0.322
H -0.852987 0.875811 -2.376580 -0.59 -0.26 1.05 0.379
H -0.363552 1.702448 -0.905254 -0.31 -1.00 0.41 0.288
H 1.836397 -0.888986 -0.284311 -0.60 -0.22 0.27 0.309
H 0.971931 -1.629116 1.218626 -0.09 -0.07 -1.93 0.312

---

# 2
14
Properties=species:S:1:pos:R:3:forces:R:3:mulliken_charge:R:1 method="wB97M-V/def2-TZVPD" total_charge=+1 gap_ev=11.9 homo_energy_ev=-15.366 relative_energy_ev=1.489 e_tot_ev=-17956.5443 lumo_ev=-3.4733 fmax_ev_per_a=3.6
C -1.693690 -0.810288 0.001178 1.94 0.69 -0.74 -0.578
C 0.791656 1.315815 0.755638 -3.29 1.00 -1.04 -0.862
C -0.378079 -1.370834 -0.647788 1.17 1.23 1.30 -0.414
F 0.278666 -1.080867 1.980998 -0.32 0.78 -0.26 -0.236
F 2.909707 0.189812 -0.855942 2.87 -0.76 -1.54 -0.379
P -0.104964 -0.230970 0.714417 -0.75 -2.76 0.37 0.716
H 3.780356 -0.021040 -1.311134 -2.92 0.72 1.54 0.394
H -2.060333 -0.043736 -0.711611 -0.86 -0.80 0.94 0.306
H -2.247613 -1.561850 0.570674 -0.33 0.79 -0.19 0.325
H 0.774294 1.668383 -0.313387 1.17 -0.40 1.04 0.344
H 1.614671 1.105006 1.380565 1.67 0.04 -0.11 0.329
H 0.156362 2.072039 1.269292 0.27 -0.57 -0.05 0.422
H -0.000290 -0.776975 -1.442712 -0.22 0.03 -1.52 0.284
H 0.023804 -2.379708 -0.636435 -0.43 0.02 0.26 0.350